DFT (ωB97M-V with the def2-TZVPD basis set) results for 9 unconnected molecules or ions with the total composition C42H63N3O24.

Summary:
**Spin multiplicity**: 2
**Net charge**: -1
**HOMO (alpha / beta)**: -1.14 / -4.29 eV
**Gap between HOMO and LUMO (alpha / beta)**: 0.0733 / 0.1889 Eh
**<S²>**: 0.768

```
132
Properties=species:S:1:pos:R:3:forces:R:3:mulliken_spin:R:1
C 3.5395 -4.4940 4.7705 -1.471 -0.624 -0.915 0.177
C 3.3544 -4.7578 6.0992 1.012 1.585 2.729 -0.090
C 3.8107 -3.8287 7.0776 0.006 1.238 -1.550 0.187
C 4.3313 -2.5288 6.6153 0.110 -0.597 3.376 -0.014
C 4.3696 -2.2987 5.2512 0.581 0.864 -0.175 0.121
C 3.9383 -3.2328 4.3597 1.065 -0.256 -0.466 -0.090
N 4.8499 -1.5424 7.5756 -0.430 -1.849 -0.567 0.239
O 4.7086 -1.6615 8.8340 -1.015 -1.225 0.181 0.197
O 5.6332 -0.6516 7.1896 0.538 1.092 -1.757 0.215
H 3.1378 -5.2470 4.1087 0.175 0.086 -0.570 0.026
H 2.8650 -5.6429 6.4780 0.148 -0.342 -0.243 -0.005
H 3.7877 -4.0368 8.1371 -0.119 0.100 0.004 0.026
H 4.8526 -1.4247 4.8399 -0.112 0.338 0.378 0.012
H 4.1769 -2.9637 3.3413 -0.480 -0.396 -0.438 -0.004
C 0.9004 5.5688 1.2204 0.202 -0.276 -0.091 0.000
C -0.3285 5.7624 1.8386 0.859 -0.587 -0.391 0.000
C -1.3740 4.9429 1.4690 -1.179 -0.014 -0.740 0.000
C -1.2457 3.9448 0.4802 -1.994 1.529 1.939 0.000
C 0.0064 3.7539 -0.0359 -1.411 -2.357 -2.135 0.000
C 1.0330 4.5376 0.2766 1.983 1.808 1.846 0.000
N -2.4910 3.1361 0.0741 0.151 -0.561 0.975 0.000
O -2.2035 2.2946 -0.7823 -1.324 0.967 0.845 0.000
O -3.6035 3.2765 0.6621 3.425 -0.057 -1.959 0.000
H 1.7676 6.1579 1.4798 0.023 0.054 0.102 0.000
H -0.4931 6.4619 2.6448 0.157 0.238 -0.156 0.000
H -2.3121 5.2625 1.8982 -0.430 -0.798 -0.069 0.000
H 0.2412 2.9978 -0.7704 -0.572 -0.372 0.053 0.000
H 2.0063 4.2277 -0.0741 0.156 0.421 -0.191 0.000
C -5.7459 -3.0573 -2.2708 -0.231 -0.681 0.522 0.000
C -6.2910 -1.7802 -2.2095 0.329 -1.478 -2.119 0.000
C -6.2037 -1.0590 -1.0759 1.494 1.645 1.618 0.000
C -5.4226 -1.5670 -0.0307 -0.665 -0.977 1.169 0.000
C -5.0123 -2.9063 0.0053 0.684 1.221 -0.055 0.000
C -5.1115 -3.5949 -1.1716 -0.494 -0.932 -0.175 0.000
N -5.0231 -0.7289 1.1365 0.493 3.559 -1.336 0.000
O -4.8408 0.5311 0.8482 -0.731 -4.162 1.224 0.000
O -4.7937 -1.2435 2.2082 -0.279 0.404 -0.725 0.000
H -5.9227 -3.7620 -3.0700 0.173 0.488 -0.630 0.000
H -6.5955 -1.3930 -3.1706 -0.823 0.453 0.311 0.000
H -6.5390 -0.0332 -1.0344 -0.042 0.050 0.014 0.000
H -4.4607 -3.3731 0.8079 -0.064 0.452 0.367 0.000
H -4.7355 -4.6067 -1.2078 0.027 -0.109 -0.066 0.000
C -2.7204 -2.1753 5.2409 0.589 0.751 1.234 0.000
C -2.0205 -1.4450 4.1210 0.306 -1.490 -0.233 0.001
O -1.8931 -2.3875 3.0531 0.429 -1.439 -2.511 -0.002
C -1.1440 -3.5539 3.0122 0.860 3.243 5.770 -0.003
O -0.3001 -3.8668 3.8536 -1.271 0.766 -1.941 0.005
O -1.5991 -4.2956 2.0806 -1.575 0.528 -1.840 0.000
C -0.7823 -5.3030 1.7082 1.819 -3.991 -1.877 0.001
H -3.5334 -2.8492 4.9707 -0.141 0.521 -0.572 0.000
H -3.0781 -1.3450 5.8499 -0.396 -0.403 0.600 0.000
H -2.0506 -2.7976 5.8343 0.244 0.229 -0.006 0.000
H -1.0326 -1.0242 4.3085 -0.027 -0.166 0.644 0.000
H -2.6536 -0.6320 3.7656 0.008 -0.275 -0.440 0.000
H -1.3273 -6.0162 1.0898 -0.685 0.046 0.284 0.000
H -0.3026 -5.9024 2.4820 -0.371 0.459 0.565 0.000
H 0.0290 -5.1044 1.0078 0.167 1.253 0.164 0.000
C 3.4681 1.2479 0.7037 -0.984 0.050 0.315 0.003
C 4.4782 1.9748 1.5641 1.229 0.306 -1.167 -0.003
O 3.9125 3.1445 2.2150 0.257 0.231 2.851 0.000
C 4.3983 3.4501 3.4906 0.010 0.648 1.568 0.004
O 5.3121 2.9316 4.1083 -1.879 1.017 -1.849 0.000
O 3.6003 4.5233 4.0523 1.327 -2.019 -3.374 -0.001
C 3.9798 5.2411 5.2121 -1.576 -0.274 0.497 0.000
H 3.3880 1.7080 -0.2812 -0.165 0.094 0.114 0.000
H 2.4949 1.2552 1.1945 -0.174 0.145 -0.094 0.000
H 3.6479 0.1876 0.5261 0.569 0.074 0.208 -0.001
H 5.1760 2.4351 0.8645 0.438 -0.147 0.041 0.000
H 5.0813 1.3061 2.1782 -0.489 0.350 0.658 0.000
H 4.8134 5.9425 5.1782 0.611 -0.848 -0.259 0.000
H 3.8829 4.5429 6.0435 0.934 0.297 0.301 0.000
H 3.1201 5.9040 5.3101 -0.118 0.105 0.173 0.000
C 1.9930 1.1687 -2.5062 -1.199 -0.237 0.712 0.000
C 1.2999 1.0398 -3.8335 -1.349 -1.329 -0.068 0.000
O -0.0511 0.3107 -3.5760 3.086 0.775 0.717 0.000
C -0.9586 0.2430 -4.4872 -2.524 1.929 -1.302 0.000
O -1.0325 0.8780 -5.5375 0.494 -1.512 0.980 0.000
O -2.0072 -0.4237 -3.9146 0.097 -0.572 -0.210 0.000
C -3.0606 -1.0224 -4.6930 1.009 -0.304 -0.800 0.000
H 2.6271 2.0552 -2.4927 0.660 -0.578 -0.106 0.000
H 2.3638 0.1755 -2.2530 1.117 0.457 -0.064 0.000
H 1.3360 1.2958 -1.6457 -0.634 0.379 -0.293 0.000
H 1.8792 0.3117 -4.4013 -0.248 0.173 -0.429 0.000
H 1.1792 1.9510 -4.4194 -0.512 -0.125 0.211 0.000
H -4.0503 -0.6998 -4.3698 0.278 0.190 0.087 0.000
H -2.9728 -2.1064 -4.6202 -0.081 -0.047 0.588 0.000
H -2.8828 -0.8627 -5.7564 -0.252 0.636 -0.021 0.000
C -7.8024 5.0623 -4.6002 -0.344 -0.860 1.019 0.000
C -7.2597 4.4641 -3.2946 -0.353 0.769 0.491 0.000
O -6.2428 3.5358 -3.4386 1.918 -3.756 -0.557 0.000
C -6.3863 2.1508 -3.1578 -1.789 1.766 1.191 0.000
O -7.4575 1.6697 -2.7861 2.523 0.675 -1.124 0.000
O -5.2296 1.4774 -3.1963 -1.743 0.336 0.503 0.000
C -4.0132 2.0406 -3.6268 1.570 0.457 -0.939 0.000
H -8.3935 5.8838 -4.1955 -0.230 0.241 -0.665 0.000
H -8.4542 4.3051 -5.0359 -0.175 0.214 -0.219 0.000
H -7.0984 5.3874 -5.3662 0.242 0.065 0.453 0.000
H -8.0621 4.0521 -2.6826 -0.220 -0.101 -0.232 0.000
H -6.7806 5.2219 -2.6746 -0.172 0.395 -0.097 0.000
H -3.9731 3.1273 -3.7024 -0.622 -0.149 -0.157 0.000
H -3.7860 1.5584 -4.5775 0.008 0.441 -0.215 0.000
H -3.1635 1.7966 -2.9892 -0.596 -0.439 0.554 0.000
C 3.9743 -2.6200 -5.1663 1.845 -0.251 2.139 0.000
C 5.3873 -2.6257 -4.4368 -2.526 -1.440 -0.452 0.000
O 5.8355 -1.3467 -4.4385 1.212 5.367 1.811 0.000
C 5.5899 -0.3130 -3.4551 -0.559 -1.944 2.855 0.000
O 4.9929 -0.3907 -2.3195 2.383 -0.076 -5.652 0.000
O 6.2919 0.7465 -3.9170 -0.605 0.417 0.981 0.000
C 6.1747 2.0081 -3.1701 -1.766 0.708 -0.108 0.000
H 4.1003 -2.1167 -6.1249 -0.213 -0.492 -0.064 0.000
H 3.3561 -2.0217 -4.4970 -0.451 -0.118 -0.251 0.000
H 3.6879 -3.6712 -5.1334 -0.606 0.200 -0.690 0.000
H 6.0500 -3.2420 -5.0444 0.385 0.277 0.094 0.000
H 5.3782 -3.0337 -3.4260 -0.379 -0.146 0.046 0.000
H 5.4895 1.9588 -2.3238 0.602 -0.850 0.399 0.000
H 5.6141 2.7511 -3.7374 -0.008 -0.386 -1.025 0.000
H 7.0622 2.5915 -2.9248 0.656 -1.283 -0.016 0.000
C 2.6945 -3.2027 0.5192 -0.874 0.017 -0.832 -0.001
C 2.3778 -2.6557 -0.8632 1.937 1.630 1.841 0.000
O 1.0264 -2.6316 -1.1841 -2.779 0.787 0.517 0.000
C 0.1866 -1.6234 -0.6063 1.880 0.976 -0.829 -0.002
O 0.5585 -0.5836 -0.0680 -0.458 -2.426 -0.835 0.000
O -1.0595 -1.9415 -0.9161 2.997 -2.591 -1.167 0.000
C -2.0737 -1.0974 -0.6843 -3.016 2.337 1.469 0.000
H 2.2244 -2.5929 1.2907 0.195 -0.296 0.237 0.002
H 3.7833 -3.2151 0.5693 -0.083 -0.157 0.508 0.000
H 2.2756 -4.2059 0.4392 0.237 -0.255 0.921 -0.001
H 3.0440 -3.2784 -1.4601 -1.004 0.120 -1.237 0.000
H 2.7581 -1.6341 -0.8624 0.146 0.152 -0.499 0.000
H -3.0164 -1.6228 -0.8369 0.316 -0.304 0.005 0.000
H -2.1792 -0.2088 -1.3067 0.812 -0.026 -0.264 0.000
H -2.0512 -0.7654 0.3536 -0.104 0.164 0.133 0.000
```
Positions in Å, forces in eV/Å.